DFT (wB97M-V/def2-TZVPD) results for C13H27AlF4NO5 as an isolated structure.

Summary:
- Highest occupied orbital energy: -0.19148 hartree
- Kohn-Sham gap: 7.686 eV
- Charge: -1
- LUMO level: 2.48 eV
- Multiplicity: 1

Cartesian coordinates (Å):
H  1.2483  -2.1478  -2.9207
N  -1.2057  0.7199  -2.0387
O  -1.1394  -1.2878  -0.9484
H  -2.5145  3.2435  3.1633
H  -0.8840  1.5439  0.7056
H  1.9716  -1.0310  -0.5298
C  2.9381  -1.2430  -1.0002
O  3.7134  -2.0147  1.2053
H  -7.3199  1.6525  -0.2273
C  -1.8870  1.2543  1.0428
C  4.0210  -1.2472  0.0535
H  0.8685  -2.7600  -1.3008
H  7.7452  -4.5409  0.3767
H  5.7574  -3.4875  1.9581
H  4.1163  -0.2226  0.4200
C  -3.6973  5.5281  0.3262
C  -2.6050  0.4140  -0.0492
H  -1.9857  1.0832  -2.5742
F  -3.7304  6.1600  1.5264
C  7.2705  -3.6060  0.0521
O  -4.6903  2.3440  1.7050
O  5.8804  -3.7495  -0.0924
H  3.1585  -0.4349  -1.7127
H  -6.1145  3.4562  0.7078
C  1.5883  -2.8150  -2.1199
H  1.6230  -3.8347  -2.5030
H  -5.9706  0.5172  -0.0946
O  2.8936  -2.4799  -1.6914
F  -3.3959  6.4826  -0.6085
C  -1.6211  -0.1674  -1.0282
H  -4.9245  2.6499  -0.3454
C  3.7980  -3.4214  1.1058
H  5.1589  -5.0442  1.3365
H  3.2987  -3.7938  2.0039
F  -1.4483  5.0096  0.6478
H  3.2571  -3.7999  0.2356
H  -6.8498  1.0385  1.3739
C  -5.5110  2.5391  0.5862
H  -3.3481  1.0090  -0.5965
C  5.2084  -3.9640  1.1365
F  -2.5679  3.9799  -0.9679
H  -0.5762  0.2199  -2.6602
H  -1.7542  0.6184  1.9289
H  -4.6999  5.1602  0.0910
H  -3.1360  -0.4276  0.4083
Al  -2.9692  2.8244  1.6733
H  4.9795  -1.5435  -0.3811
H  7.5177  -2.8181  0.7734
C  -2.6715  4.4047  0.3677
H  7.6724  -3.3285  -0.9211
C  -6.4668  1.3579  0.4008

Forces on atoms 1 to 6 (eV/Å):
-0.040 0.008 0.021
-0.071 -0.825 -0.248
0.026 0.452 0.139
-0.019 0.124 -0.059
-0.102 0.020 0.013
0.002 -0.013 0.016

Quick look at the Löwdin charges, all values in e: 0.0829, 0.1370, 0.0266, -0.0548, 0.0538, 0.1278, -0.2009, -0.1182, 0.0629, -0.2145, -0.1840, 0.0712, 0.0852, 0.1238, 0.1280, -0.3558, -0.2008, 0.0911, 0.0554, -0.1232, -0.2480, -0.1940, 0.1275, 0.0985, -0.1099, 0.0834, 0.0601, -0.2011, 0.0408, -0.5302, 0.0920, -0.1893, 0.1251, 0.1283, -0.0086, 0.1230, 0.0708, -0.3983, 0.0830, -0.2081, -0.0222, 0.0818, 0.0470, 0.1366, 0.1135, 0.3180, 0.1189, 0.0870, -0.4118, 0.0858, -0.0932